No. 1
This record from OMol25 describes C17H26N4O4S in the gas phase in a non-equilibrium geometry. The level of theory is ωB97M-V/def2-TZVPD.

Bonds (Å) are listed after each position.
Positions of all 52 atoms, in Å:
1 C 7.3922 0.0160 -0.4350  C2 1.530, H27 1.088, H28 1.088, H29 1.088
2 C 6.4403 0.7260 0.5300  C1 1.530, C3 1.503, H30 1.092, H31 1.092
3 C 5.0219 0.3002 0.2759  C2 1.503, C4 1.390, C26 1.389
4 C 4.2306 0.9769 -0.6454  C3 1.390, C5 1.380, H32 1.081
5 C 2.9454 0.5560 -0.9225  C4 1.380, C6 1.394, H33 1.080
6 C 2.4197 -0.5624 -0.2778  C5 1.394, N7 1.392, C25 1.392
7 N 1.1277 -0.9614 -0.6087  C6 1.392, C8 1.343, H34 1.020
8 C 0.3084 -1.7996 0.0467  N7 1.343, O9 1.219, C10 1.532
9 O 0.5674 -2.5105 1.0028  C8 1.219
10 C -1.0827 -1.8222 -0.5943  C8 1.532, O11 1.219, N12 1.339
11 O -1.3282 -1.2797 -1.6577  C10 1.219
12 N -1.9391 -2.5625 0.1215  C10 1.339, C13 1.437, H35 1.012
13 C -3.3424 -2.6498 -0.1744  N12 1.437, C14 1.536, H36 1.092, H37 1.093
14 C -4.1457 -1.6030 0.6122  C13 1.536, N15 1.444, H38 1.104, H39 1.093
15 N -3.6711 -0.2724 0.3124  C14 1.444, C16 1.444, C24 1.446
16 C -4.1512 0.2984 -0.9245  N15 1.444, C17 1.536, H40 1.089, H41 1.107
17 C -3.1588 1.3837 -1.3667  C16 1.536, N18 1.454, H42 1.095, H43 1.089
18 N -2.5425 2.0382 -0.2237  C17 1.454, S19 1.676, C23 1.444
19 S -0.9626 1.5810 0.0982  N18 1.676, C20 1.815, O21 1.435, O22 1.433
20 C -0.3247 3.0922 0.8744  S19 1.815, H44 1.083, H45 1.081, H46 1.081
21 O -0.8390 0.5139 1.0498  S19 1.435
22 O -0.2853 1.4489 -1.1583  S19 1.433
23 C -3.3998 2.0683 0.9378  N18 1.444, C24 1.539, H47 1.094, H48 1.089
24 C -3.7881 0.6576 1.4139  N15 1.446, C23 1.539, H49 1.093, H50 1.108
25 C 3.2010 -1.2434 0.6512  C6 1.392, C26 1.382, H51 1.077
26 C 4.4859 -0.8091 0.9173  C3 1.389, C25 1.382, H52 1.081
27 H 7.1345 0.2564 -1.4639  C1 1.088
28 H 7.3212 -1.0619 -0.3090  C1 1.088
29 H 8.4204 0.3211 -0.2529  C1 1.088
30 H 6.5338 1.8060 0.3969  C2 1.092
31 H 6.7226 0.4827 1.5564  C2 1.092
32 H 4.6286 1.8454 -1.1517  C4 1.081
33 H 2.3278 1.0908 -1.6290  C5 1.080
34 H 0.6526 -0.3919 -1.3084  N7 1.020
35 H -1.5906 -2.8712 1.0206  N12 1.012
36 H -3.4463 -2.4783 -1.2479  C13 1.092
37 H -3.7060 -3.6519 0.0685  C13 1.093
38 H -5.2212 -1.7267 0.3945  C14 1.104
39 H -3.9923 -1.7817 1.6794  C14 1.093
40 H -4.1917 -0.4744 -1.6901  C16 1.089
41 H -5.1666 0.7235 -0.8071  C16 1.107
42 H -3.6603 2.1449 -1.9743  C17 1.095
43 H -2.3502 0.9371 -1.9441  C17 1.089
44 H 0.7545 3.0462 0.7956  C20 1.083
45 H -0.6198 3.1246 1.9140  C20 1.081
46 H -0.7117 3.9353 0.3192  C20 1.081
47 H -4.2910 2.6406 0.6621  C23 1.094
48 H -2.8811 2.6050 1.7314  C23 1.089
49 H -3.1011 0.3272 2.1968  C24 1.093
50 H -4.8150 0.6871 1.8282  C24 1.108
51 H 2.7940 -2.1013 1.1597  C25 1.077
52 H 5.0856 -1.3453 1.6391  C26 1.081

Computed properties:
Orbital gap   0.31086 Eh
HOMO energy   -7.96 eV
Calculated total energy   -43037.4605 eV
Net charge   0
SMILES   CCc1ccc(NC(=O)C(=O)NCCN2CCN(S(C)(=O)=O)CC2)cc1

---

No. 2
This record from OMol25 describes a gas-phase ion, C17H26NO3 (charge +1). The level of theory is ωB97M-V/def2-TZVPD.

Bonds (Å) are listed after each position.
Positions of all 47 atoms, in Å:
1 C -0.8728 1.8190 -4.4026  C2 1.522, H22 1.088, H23 1.086, H24 1.086
2 C 0.2624 0.8683 -4.0495  C1 1.522, C3 1.525, C4 1.522, N5 1.514
3 C 1.2527 0.7475 -5.2031  C2 1.525, H25 1.088, H26 1.086, H27 1.088
4 C -0.2487 -0.5052 -3.6381  C2 1.522, H28 1.086, H29 1.086, H30 1.088
5 N 1.0458 1.4572 -2.8949  C2 1.514, C6 1.477, H31 1.025, H32 1.049
6 C 0.3394 1.8237 -1.6502  N5 1.477, C7 1.550, H33 1.091, H34 1.088
7 C 1.3631 1.6649 -0.4978  C6 1.550, O8 1.408, C9 1.528, H35 1.095
8 O 2.1161 0.5040 -0.7597  C7 1.408, H36 0.970
9 C 0.6349 1.5494 0.8409  C7 1.528, O10 1.415, H37 1.098, H38 1.096
10 O -0.0834 0.3315 0.7805  C9 1.415, C11 1.403
11 C -0.8494 0.0563 1.9229  O10 1.403, C12 1.387, C16 1.393
12 C -2.0043 0.7871 2.1597  C11 1.387, C13 1.384, H39 1.080
13 C -2.7822 0.5077 3.2698  C12 1.384, C14 1.380, H40 1.078
14 C -2.3939 -0.4930 4.1370  C13 1.380, C15 1.393, H41 1.079
15 C -1.2364 -1.2317 3.9002  C14 1.393, C16 1.398, C20 1.489
16 C -0.4482 -0.9696 2.7758  C11 1.393, C15 1.398, C17 1.501
17 C 0.7867 -1.7750 2.4934  C16 1.501, C18 1.524, H42 1.096, H43 1.092
18 C 0.6846 -3.1588 3.1241  C17 1.524, C19 1.522, H44 1.092, H45 1.091
19 C 0.4167 -3.0249 4.6166  C18 1.522, C20 1.510, H46 1.095, H47 1.091
20 C -0.8658 -2.2781 4.8930  C15 1.489, C19 1.510, O21 1.207
21 O -1.5430 -2.4887 5.8700  C20 1.207
22 H -0.4973 2.8151 -4.6256  C1 1.088
23 H -1.6040 1.8876 -3.6023  C1 1.086
24 H -1.3867 1.4552 -5.2873  C1 1.086
25 H 2.0943 0.1116 -4.9374  C3 1.088
26 H 0.7631 0.3029 -6.0643  C3 1.086
27 H 1.6289 1.7218 -5.5082  C3 1.088
28 H -0.7333 -0.9776 -4.4873  C4 1.086
29 H -0.9823 -0.4505 -2.8386  C4 1.086
30 H 0.5701 -1.1487 -3.3239  C4 1.088
31 H 1.5723 2.2639 -3.2444  N5 1.025
32 H 1.7433 0.7543 -2.5503  N5 1.049
33 H -0.4699 1.1133 -1.4750  C6 1.091
34 H -0.0596 2.8349 -1.6965  C6 1.088
35 H 2.0600 2.5091 -0.4814  C7 1.095
36 H 1.6897 -0.2276 -0.2869  O8 0.970
37 H 1.3623 1.5270 1.6625  C9 1.098
38 H -0.0323 2.4063 0.9890  C9 1.096
39 H -2.2942 1.5665 1.4698  C12 1.080
40 H -3.6823 1.0727 3.4526  C13 1.078
41 H -2.9728 -0.7277 5.0171  C14 1.079
42 H 1.6576 -1.2524 2.9050  C17 1.096
43 H 0.9281 -1.8624 1.4138  C17 1.092
44 H -0.1308 -3.7144 2.6557  C18 1.092
45 H 1.6097 -3.7131 2.9588  C18 1.091
46 H 1.2260 -2.4610 5.0918  C19 1.095
47 H 0.3662 -3.9987 5.1053  C19 1.091

Computed properties:
Orbital gap   0.32923 Eh
HOMO energy   -11.64 eV
Calculated total energy   -25677.9781 eV
Net charge   +1
SMILES   CC(C)(C)[NH2+]C[C@H](O)COc1cccc2c1CCCC2=O

---

No. 3
This record from OMol25 describes C17H26O5 in the gas phase in a non-equilibrium geometry. The level of theory is ωB97M-V/def2-TZVPD.

Bonds (Å) are listed after each position.
Positions of all 48 atoms, in Å:
1 C 0.9804 -3.9079 2.2769  O2 1.392, H23 1.090, H24 1.119, H25 1.092
2 O 0.3856 -2.6603 2.4383  C1 1.392, O3 1.483
3 O 0.4038 -2.0186 1.1015  O2 1.483, C4 1.374
4 C 1.4194 -1.1028 0.9713  O3 1.374, O5 1.218, C6 1.582
5 O 2.3085 -0.9329 1.7870  C4 1.218
6 C 1.3928 -0.1469 -0.2892  C4 1.582, C7 1.525, C21 1.536, H26 1.107
7 C 0.8701 -0.9759 -1.4570  C6 1.525, C8 1.501, C12 1.387
8 C 1.8203 -1.9179 -2.1376  C7 1.501, O9 1.239, O10 1.335
9 O 2.9882 -1.9708 -1.7288  C8 1.239
10 O 1.2644 -2.6932 -3.0714  C8 1.335, C11 1.418
11 C 2.1123 -3.5617 -3.8051  O10 1.418, H27 1.085, H28 1.125, H29 1.081
12 C -0.4277 -0.8305 -1.9247  C7 1.387, C13 1.524, H30 1.097
13 C -1.4300 0.1401 -1.3113  C12 1.524, C14 1.530, H31 1.086, H32 1.063
14 C -0.9546 0.7452 0.0106  C13 1.530, C15 1.551, C21 1.566, H33 1.079
15 C -1.8900 1.7353 0.7533  C14 1.551, C16 1.548, C17 1.562, C18 1.605
16 C -3.2968 1.1113 0.9181  C15 1.548, H34 1.136, H35 1.087, H36 1.098
17 C -2.0952 3.0975 0.0161  C15 1.562, H37 1.082, H38 1.061, H39 1.070
18 C -1.3417 2.0148 2.2355  C15 1.605, C19 1.552, H40 1.103, H41 1.082
19 C 0.1045 1.5020 2.4685  C18 1.552, C20 1.544, H42 1.102, H43 1.084
20 C 0.9607 1.9165 1.2529  C19 1.544, C21 1.602, H44 1.089, H45 1.077
21 C 0.5610 1.1281 -0.0832  C6 1.536, C14 1.566, C20 1.602, C22 1.563
22 C 0.8994 2.1277 -1.2359  C21 1.563, H46 1.076, H47 1.093, H48 1.108
23 H 1.8915 -3.8756 1.6792  C1 1.090
24 H 0.2586 -4.6130 1.7928  C1 1.119
25 H 1.2651 -4.3103 3.2514  C1 1.092
26 H 2.4450 0.1540 -0.4579  C6 1.107
27 H 1.6287 -4.1135 -4.6050  C11 1.085
28 H 2.5810 -4.2922 -3.0898  C11 1.125
29 H 2.8940 -3.0134 -4.3121  C11 1.081
30 H -0.7207 -1.4445 -2.7848  C12 1.097
31 H -1.5586 0.9455 -2.0280  C13 1.086
32 H -2.3457 -0.3845 -1.1828  C13 1.063
33 H -1.0465 -0.0914 0.6858  C14 1.079
34 H -3.9544 1.8922 1.4171  C16 1.136
35 H -3.2214 0.2519 1.5801  C16 1.087
36 H -3.7604 0.8381 -0.0391  C16 1.098
37 H -2.9122 3.6904 0.4043  C17 1.082
38 H -2.2799 3.0029 -1.0246  C17 1.061
39 H -1.2170 3.6913 0.1642  C17 1.070
40 H -1.3801 3.1049 2.3977  C18 1.103
41 H -1.9981 1.5802 2.9777  C18 1.082
42 H 0.0906 0.4041 2.5628  C19 1.102
43 H 0.4703 1.8921 3.4118  C19 1.084
44 H 2.0080 1.7198 1.4754  C20 1.089
45 H 0.9305 2.9866 1.1343  C20 1.077
46 H 1.9281 2.4413 -1.1931  C22 1.076
47 H 0.3080 3.0448 -1.1735  C22 1.093
48 H 0.6602 1.6995 -2.2297  C22 1.108

Computed properties:
Orbital gap   0.36796 Eh
HOMO energy   -9.37 eV
Calculated total energy   -28285.2805 eV
Net charge   0
SMILES   COOC(=O)[C@H]1C(C(=O)OC)=CC[C@@H]2C(C)(C)CCC[C@@]12C

---

No. 4
This record from OMol25 describes C17H26O5 in the gas phase in a non-equilibrium geometry. The level of theory is ωB97M-V/def2-TZVPD.

Bonds (Å) are listed after each position.
Positions of all 48 atoms, in Å:
1 C -2.9383 1.1770 -4.2444  C2 1.517, H23 1.096, H24 1.102, H25 1.086
2 C -2.7483 0.3268 -3.0028  C1 1.517, O3 1.230, O4 1.365
3 O -3.7667 -0.2303 -2.5966  C2 1.230
4 O -1.5376 0.3348 -2.3730  C2 1.365, C5 1.446
5 C -1.4092 -0.1990 -1.0352  O4 1.446, C6 1.550, C10 1.553, H26 1.078
6 C -1.0358 -1.7028 -0.9927  C5 1.550, C7 1.539, H27 1.097, H28 1.110
7 C -2.2559 -2.6405 -1.0043  C6 1.539, C8 1.544, O9 1.409, H29 1.091
8 C -1.7615 -4.0715 -0.7030  C7 1.544, H30 1.081, H31 1.102, H32 1.096
9 O -2.8540 -2.6327 -2.2795  C7 1.409, H33 1.000
10 C -0.2806 0.5759 -0.3021  C5 1.553, C11 1.374, C16 1.535
11 C 0.9756 0.6469 -0.8545  C10 1.374, C12 1.521, H34 1.050
12 C 2.2486 1.1972 -0.2296  C11 1.521, C13 1.538, H35 1.084, H36 1.096
13 C 2.3245 1.0223 1.2962  C12 1.538, C14 1.545, C21 1.543, H37 1.086
14 C 1.4762 -0.0845 1.9623  C13 1.545, C15 1.546, O18 1.414, H38 1.080
15 C 0.0612 0.4576 2.2687  C14 1.546, C16 1.559, H39 1.088, H40 1.083
16 C -0.5247 1.2454 1.0578  C10 1.535, C15 1.559, C17 1.527, H41 1.093
17 C -1.9976 1.5165 1.3540  C16 1.527, H42 1.110, H43 1.080, H44 1.100
18 O 2.1411 -0.4023 3.1694  C14 1.414, C19 1.338
19 C 3.4347 -0.0817 3.0555  O18 1.338, O20 1.226, C21 1.524
20 O 4.3077 -0.3796 3.8625  C19 1.226
21 C 3.7493 0.6493 1.7562  C13 1.543, C19 1.524, C22 1.512, H45 1.043
22 C 4.5994 1.8760 1.9990  C21 1.512, H46 1.081, H47 1.086, H48 1.118
23 H -2.7304 2.1995 -3.9090  C1 1.096
24 H -3.9884 1.1327 -4.5756  C1 1.102
25 H -2.2971 0.8549 -5.0601  C1 1.086
26 H -2.3219 -0.0118 -0.4935  C5 1.078
27 H -0.3373 -1.9733 -1.7941  C6 1.097
28 H -0.5167 -1.8811 -0.0274  C6 1.110
29 H -3.0019 -2.3547 -0.2608  C7 1.091
30 H -0.9209 -4.3451 -1.3255  C8 1.081
31 H -2.5456 -4.8339 -0.8409  C8 1.102
32 H -1.3984 -4.1398 0.3283  C8 1.096
33 H -3.3519 -1.7803 -2.4385  O9 1.000
34 H 1.0721 0.2186 -1.8080  C11 1.050
35 H 2.3413 2.2372 -0.5223  C12 1.084
36 H 3.0668 0.6568 -0.7183  C12 1.096
37 H 2.0834 1.9976 1.7089  C13 1.086
38 H 1.4074 -0.9243 1.2869  C14 1.080
39 H 0.1242 1.1415 3.1123  C15 1.088
40 H -0.5266 -0.3827 2.6182  C15 1.083
41 H -0.0513 2.2268 0.9777  C16 1.093
42 H -2.4721 2.0743 0.5196  C17 1.110
43 H -2.5484 0.6150 1.5792  C17 1.080
44 H -2.0147 2.1540 2.2502  C17 1.100
45 H 4.2514 0.0029 1.1091  C21 1.043
46 H 5.6033 1.5380 2.2129  C22 1.081
47 H 4.2214 2.4669 2.8276  C22 1.086
48 H 4.6442 2.5095 1.0795  C22 1.118

Computed properties:
Orbital gap   0.35893 Eh
HOMO energy   -9.18 eV
Calculated total energy   -28288.1089 eV
Net charge   0
SMILES   CC(=O)O[C@@H](C[C@H](C)O)C1=CC[C@H]2[C@H](C[C@@H]1C)OC(=O)[C@@H]2C

---

> Which formula does entry 2 have?

C17H26NO3

---

> orbital gap of number 1 (C17H26N4O4S)?

0.31086 Eh

---

> Among the records above, which one has the highest HOMO energy?

C17H26N4O4S

---

> Among the records above, which one has the highest orbital gap?

number 3